A cluster of 2 separate species, C14H21F4N3O7PS in total at a distorted geometry, computed with wB97M-V/def2-TZVPD.

Each line ends with the Mulliken charge.
Geometry (Å):
C (4.02328, -0.29790, 1.84279)  -0.97
C (3.31015, -0.42793, 0.34215)  0.32
F (4.44992, -0.76387, -0.59100)  -0.36
C (2.26396, -1.68721, 0.27149)  0.09
O (2.35049, -2.34555, -1.07532)  -0.39
C (1.67118, -3.62748, -0.86720)  -0.61
C (0.09780, -3.54274, -0.41895)  0.14
C (-0.76873, -3.43383, -1.85021)  -1.16
N (-0.24696, -2.45537, 0.57081)  0.51
S (-0.40239, -2.94265, 2.23569)  0.92
O (-0.75243, -4.46962, 2.43918)  -0.58
O (0.92748, -2.77155, 3.07195)  -0.48
C (-1.86449, -2.07210, 3.11373)  0.70
F (-1.43193, -1.00639, 4.04462)  -0.15
F (-2.58912, -3.08223, 3.97492)  -0.18
F (-2.91522, -1.62134, 2.12677)  -0.20
C (0.65851, -1.22244, 0.36082)  -1.65
N (0.40361, -0.55785, -1.01105)  -0.17
P (0.39112, 0.18445, 1.62019)  0.51
N (-1.13688, 0.73001, 1.48744)  -0.62
H (4.88369, 0.51194, 1.83754)  0.36
H (4.55477, -1.32513, 2.12465)  0.33
H (3.26640, -0.00991, 2.68943)  0.22
H (2.85624, 0.57794, -0.04622)  0.15
H (2.54303, -2.52094, 1.04244)  0.37
H (2.31970, -4.32832, -0.15533)  0.27
H (1.68266, -4.18534, -1.92281)  0.38
H (-0.17263, -4.64632, -0.05096)  0.31
H (-0.37418, -2.58078, -2.54819)  0.31
H (-0.67813, -4.46954, -2.43534)  0.42
H (-1.88938, -3.31117, -1.51664)  0.36
H (-1.21082, -2.10452, 0.28137)  0.66
H (0.91758, 0.34968, -1.06559)  0.31
H (-0.62204, -0.43497, -1.16185)  0.33
H (1.25102, 1.29275, 1.24459)  0.22
H (0.73603, -0.18418, 2.96771)  0.16
H (-1.69025, 0.18369, 0.79232)  0.18
C (-1.89798, 5.96200, -2.19871)  -0.86
C (-0.75044, 5.43793, -1.76371)  0.25
C (-0.68464, 4.04427, -1.24312)  0.98
O (0.38785, 3.58374, -0.86802)  -0.65
C (-1.93272, 3.26668, -1.19565)  -0.60
C (-3.08078, 3.79214, -1.62747)  0.34
C (-3.14098, 5.17575, -2.17348)  0.79
O (-4.20748, 5.62473, -2.57989)  -0.59
O (-4.25794, 3.06788, -1.58320)  -0.57
O (0.42142, 6.17178, -1.78188)  -0.57
H (-1.95970, 6.97286, -2.58169)  0.42
H (-1.87413, 2.26142, -0.79844)  0.34
H (-4.94535, 3.66459, -1.95186)  0.35
H (1.10985, 5.57297, -1.41886)  0.35

Summary:
HOMO level = -0.437 hartree
Net charge = +1
Multiplicity = 1

A structure of composition C45H71BrGeN3O4SeW, computed with wB97M-V/def2-TZVPD.

Each line ends with the Mulliken charge.
Geometry (Å):
W (-0.81610, 0.30331, -0.36668)  1.60
C (-2.78163, -0.61951, 2.26050)  -1.44
N (-1.97012, 0.55093, 1.83874)  0.54
C (-2.89972, 1.69929, 1.76132)  -1.20
C (-1.02768, 0.79901, 2.94743)  -1.47
C (0.09064, 1.68448, 2.49056)  -1.33
N (0.73465, 1.20702, 1.24160)  1.33
C (1.70615, 2.30660, 0.88576)  -1.66
C (1.89163, 2.77308, -0.52304)  -0.17
C (2.56327, 3.98010, -0.66624)  -0.30
C (2.86337, 4.47451, -1.91984)  -0.37
C (2.54357, 3.65779, -3.00013)  -0.31
C (1.90940, 2.42266, -2.90876)  0.01
C (1.49998, 2.02345, -1.61716)  -0.18
O (0.71422, 0.92118, -1.32900)  0.92
C (1.73842, 1.61504, -4.19640)  2.56
C (0.36553, 1.93901, -4.80299)  -1.32
C (2.78387, 2.00120, -5.25812)  -2.35
C (1.98640, 0.12302, -3.92212)  -1.22
C (3.51479, 5.83359, -2.15581)  1.77
C (2.54146, 6.71374, -2.95209)  -1.53
C (3.84948, 6.54222, -0.84352)  -2.11
C (4.81424, 5.65747, -2.95395)  -1.61
C (1.65455, 0.03070, 1.49963)  -1.32
C (1.07777, -1.21593, 2.08315)  0.01
C (1.51403, -1.62981, 3.32888)  -0.82
C (1.05099, -2.81079, 3.89702)  -0.19
C (0.14718, -3.54319, 3.14519)  -0.47
C (-0.32730, -3.17166, 1.88033)  -0.02
C (0.15849, -1.96925, 1.34796)  -0.44
O (-0.17730, -1.51380, 0.10595)  -0.86
C (-1.32388, -4.13673, 1.22555)  3.39
C (-2.52178, -4.39357, 2.15755)  -1.78
C (-0.60695, -5.47272, 0.95938)  -2.01
C (-1.88667, -3.64131, -0.10074)  -2.25
C (1.53720, -3.24188, 5.27834)  1.98
C (1.15419, -2.16661, 6.30490)  -1.63
C (0.92242, -4.56989, 5.71937)  -2.09
C (3.06401, -3.40005, 5.25305)  -1.64
H (-3.22418, -0.40976, 3.23960)  0.56
H (-2.14124, -1.49098, 2.34325)  0.19
H (-3.57191, -0.81262, 1.54478)  0.26
H (-3.41636, 1.81378, 2.71891)  0.51
H (-3.64754, 1.52296, 0.99461)  0.26
H (-2.35983, 2.61637, 1.53463)  0.18
H (-0.66351, -0.15486, 3.30916)  0.35
H (-1.55581, 1.28108, 3.77774)  0.69
H (0.84382, 1.78290, 3.28079)  0.42
H (-0.29593, 2.68180, 2.28053)  0.77
H (2.69082, 1.97191, 1.21654)  0.42
H (1.47873, 3.17389, 1.50424)  0.63
H (2.82844, 4.53288, 0.22704)  0.60
H (2.81559, 4.00518, -3.98562)  0.36
H (0.33837, 2.99593, -5.07922)  0.37
H (0.19602, 1.34900, -5.70735)  0.46
H (-0.45039, 1.75055, -4.11275)  -0.11
H (2.60438, 2.98426, -5.69486)  0.43
H (2.72824, 1.27914, -6.07410)  0.50
H (3.79675, 1.97690, -4.85366)  0.43
H (1.40312, -0.27531, -3.10125)  -0.25
H (3.04194, -0.02404, -3.68026)  0.45
H (1.76946, -0.46018, -4.81980)  0.48
H (1.61483, 6.87071, -2.39559)  0.30
H (2.28639, 6.25974, -3.91090)  0.30
H (2.99018, 7.68878, -3.15093)  0.45
H (2.95431, 6.73967, -0.24956)  0.37
H (4.31786, 7.50327, -1.05847)  0.43
H (4.54781, 5.96166, -0.23747)  0.39
H (4.63178, 5.24119, -3.94520)  0.32
H (5.50599, 4.99500, -2.43081)  0.34
H (5.30273, 6.62430, -3.08753)  0.48
H (2.43664, 0.37663, 2.18013)  0.81
H (2.11907, -0.17904, 0.53394)  0.23
H (2.23327, -1.01321, 3.85762)  0.50
H (-0.22427, -4.46854, 3.55877)  0.54
H (-2.21986, -4.74350, 3.14379)  0.35
H (-3.16084, -5.16071, 1.71615)  0.50
H (-3.12981, -3.49614, 2.28281)  0.27
H (-0.28060, -5.95992, 1.87822)  0.37
H (0.27006, -5.32212, 0.32652)  0.35
H (-1.28537, -6.15721, 0.44531)  0.49
H (-2.40266, -2.68669, -0.00157)  -0.10
H (-2.60416, -4.37903, -0.46514)  0.99
H (-1.09780, -3.53350, -0.84201)  -0.45
H (0.07068, -2.03449, 6.34276)  0.35
H (1.60696, -1.20269, 6.06541)  0.32
H (1.49650, -2.45558, 7.30013)  0.46
H (-0.16522, -4.50888, 5.79611)  0.39
H (1.30669, -4.83713, 6.70446)  0.45
H (1.17737, -5.38080, 5.03448)  0.40
H (3.56366, -2.46644, 4.99074)  0.31
H (3.36370, -4.15862, 4.52803)  0.37
H (3.42549, -3.70527, 6.23663)  0.47
Br (-0.81274, 4.29281, -0.42697)  0.08
C (-2.13518, 3.36251, -1.37041)  -0.04
C (-2.96964, 4.10506, -2.19852)  -0.79
C (-4.04333, 3.48084, -2.79604)  -0.82
C (-4.27896, 2.14411, -2.50257)  -0.81
C (-3.38157, 1.49597, -1.68707)  0.45
N (-2.27763, 2.05687, -1.15886)  -0.33
C (-3.63705, 0.07691, -1.25438)  -0.04
O (-4.61400, -0.53139, -1.60681)  -0.66
O (-2.71700, -0.36174, -0.43499)  0.86
H (-2.77090, 5.15734, -2.33657)  0.52
H (-4.70661, 4.03626, -3.44539)  0.50
H (-5.13240, 1.59569, -2.87385)  0.60
C (-1.10697, -5.69471, -3.06826)  -1.35
Ge (-1.75449, -4.00014, -3.80048)  1.02
C (-1.60161, -4.09397, -5.74823)  -1.31
C (-3.60263, -3.59174, -3.30552)  -1.17
C (-0.46018, -2.62202, -3.17383)  -1.48
Se (-0.98019, -0.76135, -2.97471)  0.81
C (-2.55841, -0.65225, -4.10522)  -1.49
H (-1.34770, -6.50451, -3.75771)  0.48
H (-1.55286, -5.92006, -2.10116)  0.29
H (-0.02327, -5.67100, -2.94510)  0.38
H (-2.28474, -4.85383, -6.12987)  0.36
H (-0.58911, -4.37443, -6.04115)  0.37
H (-1.84906, -3.15049, -6.23549)  0.38
H (-4.11825, -4.50835, -3.01693)  0.50
H (-4.13907, -3.16539, -4.15339)  0.41
H (-3.66593, -2.89142, -2.47468)  0.18
H (0.36891, -2.59969, -3.88357)  0.70
H (-0.04233, -2.88688, -2.20181)  0.46
H (-3.44824, -1.08402, -3.66433)  0.17
H (-2.29909, -1.16188, -5.03085)  0.47
H (-2.70931, 0.40217, -4.32756)  0.55

Summary:
HOMO level (alpha / beta) = -0.372 / -0.372 hartree
Net charge = +1
Multiplicity = 1

The ion C4H7N2 with charge +1 at a distorted geometry, computed with wB97M-V/def2-TZVPD.

Each line ends with the Mulliken charge.
Geometry (Å):
C (-0.43170, -0.54935, 0.12489)  0.49
C (-1.03108, -1.67643, -0.33706)  -0.71
C (1.07220, -0.25570, 0.26340)  -0.49
C (0.94866, 1.21237, -0.34202)  -0.21
N (-2.18576, 1.04550, 0.15605)  -0.73
N (-1.02635, 0.69004, 0.04599)  0.52
H (-2.10813, -1.66159, -0.45427)  0.32
H (-0.42666, -2.51752, -0.67395)  0.27
H (1.49658, -0.38535, 1.18752)  0.33
H (1.53309, -0.91451, -0.44121)  0.33
H (1.19660, 1.99549, 0.42178)  0.27
H (1.23649, 1.44969, -1.41269)  0.32
H (-2.46840, 1.97173, 0.16462)  0.28

Summary:
HOMO level (alpha / beta) = -0.545 / -0.545 hartree
Net charge = +1
Relative energy (zero: lowest compared OMol25 entry of this formula, charge and spin) = 6.043 eV
Multiplicity = 1

A structure of composition C24H43N2OP3RuS at a distorted geometry, computed with wB97M-V/def2-TZVPD.

Each line ends with the Mulliken charge.
Geometry (Å):
Ru (0.22986, 0.65787, -0.03637)  -0.04
P (-1.51212, 1.79657, 0.95356)  1.42
P (-1.05161, -0.60170, -1.50254)  1.34
P (1.08833, 2.60469, -0.71309)  1.20
H (2.31120, -0.72720, 1.38664)  0.44
C (2.05916, 0.33855, 1.40929)  -0.59
C (0.98222, 0.79563, 2.19957)  -1.04
H (0.39374, 0.07842, 2.77463)  0.39
C (-2.12482, 1.07624, 2.52578)  -1.32
C (-3.07283, 2.00594, -0.00383)  -1.58
C (-1.38607, 3.54909, 1.56485)  -1.61
C (-0.29631, -2.26449, -1.66007)  -1.08
C (-2.81716, -1.11493, -1.33486)  -1.37
C (-1.01834, 0.10277, -3.19770)  -1.46
C (1.66929, 3.77190, 0.58770)  -1.50
C (-0.06583, 3.52312, -1.80606)  -1.12
C (2.60993, 2.53972, -1.71547)  -1.46
H (2.85874, 1.01386, 1.08585)  0.41
H (0.93854, 1.82753, 2.55397)  0.49
H (-1.60483, 0.13369, 2.72656)  0.13
H (-3.20309, 0.86030, 2.48904)  0.48
H (-1.94716, 1.75942, 3.37238)  0.47
H (-3.65009, 1.07756, 0.02792)  0.31
H (-2.84060, 2.26497, -1.04364)  0.37
H (-3.68895, 2.81037, 0.42671)  0.57
H (-0.60402, 3.63932, 2.32636)  0.38
H (-2.34009, 3.84938, 2.02238)  0.60
H (-1.17721, 4.25199, 0.75190)  0.39
H (0.24554, -2.33816, -2.60810)  0.43
H (-1.06622, -3.04563, -1.61668)  0.63
H (0.39292, -2.41260, -0.82408)  -0.07
H (-3.10869, -1.72833, -2.20729)  0.53
H (-3.47751, -0.24085, -1.28820)  0.47
H (-2.93921, -1.72492, -0.42819)  0.13
H (-1.29890, -0.67511, -3.92369)  0.49
H (-0.00395, 0.46932, -3.40659)  0.44
H (-1.73286, 0.93757, -3.24275)  0.35
H (2.56911, 4.29237, 0.22379)  0.52
H (1.93830, 3.22626, 1.50251)  0.36
H (0.91465, 4.53251, 0.83506)  0.48
H (0.52964, 4.19414, -2.44220)  0.51
H (-0.79712, 4.10929, -1.23546)  0.33
H (-0.59241, 2.79494, -2.43907)  0.23
H (2.84568, 3.55476, -2.06286)  0.59
H (2.48925, 1.87854, -2.58335)  0.52
H (3.43280, 2.17394, -1.08867)  0.21
C (3.33198, -0.93333, -2.06132)  0.89
C (3.20417, -2.13387, -2.79145)  -0.18
C (4.26237, -2.58877, -3.58721)  -0.64
C (5.42430, -1.82392, -3.73515)  -0.48
C (5.52285, -0.60153, -3.07686)  -0.70
C (4.49370, -0.14493, -2.25009)  -0.12
O (2.44711, -0.74829, -1.01972)  -0.15
H (1.62917, -0.00611, -1.08219)  -0.05
H (2.30321, -2.72306, -2.64407)  0.32
H (4.15635, -3.55791, -4.07604)  0.47
H (6.24834, -2.18421, -4.36159)  0.47
H (6.41160, 0.01070, -3.18570)  0.47
H (4.61802, 0.78560, -1.71243)  0.44
N (1.10993, -2.96600, 1.63971)  -0.11
C (-0.13381, -2.92533, 2.16279)  0.41
N (-1.17342, -2.30868, 1.63846)  0.11
C (-2.31969, -2.53183, 2.38428)  -0.09
C (-3.58718, -1.96428, 2.16129)  0.12
C (-4.61670, -2.20299, 3.06560)  -0.75
C (-4.41056, -3.02164, 4.19137)  -0.51
C (-3.14655, -3.58113, 4.44591)  -0.46
C (-2.11543, -3.32704, 3.54635)  0.47
S (-0.42572, -3.81304, 3.64944)  -0.15
H (1.78797, -3.49933, 2.15820)  0.27
H (1.37525, -2.41520, 0.82959)  -0.24
H (-3.70404, -1.29436, 1.31036)  0.45
H (-5.58689, -1.72947, 2.87346)  0.47
H (-5.24297, -3.18622, 4.87563)  0.45
H (-2.94427, -4.20246, 5.31572)  0.48

Summary:
HOMO level (alpha / beta) = -0.687 / -0.726 hartree
Net charge = +4
Relative energy (zero: lowest compared OMol25 entry of this formula, charge and spin) = 0.000 eV
Multiplicity = 5

An isolated molecule of C23H19F3N2O5 at a distorted geometry, computed with wB97M-V/def2-TZVPD.

Each line ends with the Mulliken charge.
Geometry (Å):
C (-1.35308, -1.37621, 2.44658)  -1.17
C (-1.62612, -1.89417, 1.00124)  0.97
C (-2.77109, -1.33135, 0.34765)  -0.15
C (-3.23104, -1.92435, -0.91041)  0.34
C (-2.45318, -3.01918, -1.66264)  -1.55
C (-1.39168, -3.38784, -0.83339)  -0.27
C (-1.07153, -2.95038, 0.53189)  -0.63
H (-0.10552, -3.14983, 0.72956)  0.44
H (-0.76971, -4.00812, -1.47483)  0.31
H (-2.73251, -3.24945, -2.49239)  0.90
O (-4.45609, -1.32126, -1.57849)  -0.56
C (-5.26024, -0.29981, -1.31801)  -0.49
H (-5.23089, -0.49771, -0.24248)  0.35
H (-6.12796, -0.47244, -1.60570)  0.65
C (-4.59192, 0.89303, -1.92355)  -1.39
N (-3.32569, 1.16491, -1.18080)  -0.07
C (-3.00489, 1.87758, -0.21885)  0.56
O (-3.96536, 2.64805, 0.31243)  -0.82
C (-1.52096, 2.24132, 0.14682)  0.79
C (-0.72651, 1.15940, 0.17458)  -0.49
C (0.52177, 1.24040, 0.52043)  0.81
C (0.80878, 2.48663, 1.46403)  -0.23
C (-0.00343, 3.52728, 1.50090)  -0.71
C (-1.32758, 3.33495, 1.08157)  -0.64
H (-2.00577, 4.23165, 0.78903)  0.29
H (0.35510, 4.32656, 1.98085)  0.58
H (1.91470, 2.28292, 1.76017)  0.35
O (1.43151, 0.30159, 0.49908)  -0.45
C (2.60743, 0.19660, 0.32990)  1.18
C (3.28850, 1.30140, -0.35579)  -0.09
C (4.59203, 1.45828, -0.84057)  -1.83
C (5.35631, 0.21480, -0.65598)  0.20
C (4.88288, -0.83395, 0.10623)  -0.56
C (3.49364, -1.00703, 0.44325)  -0.46
N (2.98450, -2.12911, 1.13334)  1.09
O (2.05615, -1.76736, 1.83549)  -0.59
O (3.68672, -3.07275, 0.81352)  -0.65
H (5.45005, -1.72984, 0.55437)  0.38
C (6.81382, 0.33051, -0.92839)  0.84
F (7.40952, -0.66194, -0.47182)  -0.31
F (7.54496, 1.27921, -0.27016)  -0.33
F (6.82590, 0.45791, -2.04106)  -0.16
H (4.90331, 2.16656, -1.25593)  0.94
H (2.58026, 2.04867, -0.62839)  0.51
H (-1.03530, 0.24134, -0.50453)  -0.53
H (-2.34749, 0.56218, -1.67014)  0.35
H (-4.46467, 0.72513, -2.84270)  0.56
H (-5.09334, 1.59366, -1.46142)  0.66
H (-3.50200, -0.59230, 0.78423)  0.25
H (-1.95990, -1.95765, 3.17865)  0.37
H (-1.75362, -0.31931, 2.47548)  0.31
H (-0.29881, -1.33920, 2.42714)  0.19

Summary:
HOMO level = -0.315 hartree
Net charge = 0
SMILES = Cc1cccc(OCCNC(=O)c2cccc(Oc3ccc(C(F)(F)F)cc3[N+](=O)[O-])c2)c1
Relative energy (zero: lowest compared OMol25 entry of this formula, charge and spin) = 17.745 eV
Multiplicity = 1

A cluster of 2 separate species, C2O2S2 in total at a distorted geometry, computed with wB97M-V/def2-TZVPD.

Each line ends with the Mulliken charge.
Geometry (Å):
C (-1.32953, -0.25799, 0.11724)  0.61
C (1.16363, 0.39458, -0.14675)  0.44
O (-1.68848, 0.14927, 1.10342)  -0.28
O (0.96697, 1.43218, -0.64036)  -0.41
S (1.82481, -0.70133, 0.74210)  -0.09
S (-0.93740, -1.01670, -1.17564)  -0.27

Summary:
HOMO level (alpha / beta) = -0.223 / -0.387 hartree
Net charge = 0
Relative energy (zero: lowest compared OMol25 entry of this formula, charge and spin) = 1.144 eV
Multiplicity = 3